Record 1
The following is a quantum chemistry calculation of a structure of composition C28H19N3O7Re, from OMol25.

```
! wB97M-V def2-TZVPD RIJCOSX def2/J DEFGRID3
* xyz 2 2
Re -0.6378 0.4688 -0.0023
C -4.0023 -2.3824 -0.5030
O -4.5232 -1.0469 -0.4454
C -3.5199 -0.2416 -0.2596
N -2.3265 -0.7712 -0.1416
C -2.5006 -2.2254 -0.1395
C -1.5578 -3.0110 -1.0270
C -0.6894 -2.4149 -1.9372
C 0.2393 -3.1830 -2.6245
C 0.2891 -4.5550 -2.4270
C -0.5921 -5.1571 -1.5392
C -1.5204 -4.3939 -0.8552
C -3.6101 1.2004 -0.1424
C -4.7608 1.9822 -0.1327
C -4.6257 3.3617 0.0008
C -3.3566 3.9188 0.1338
C -2.2558 3.0681 0.1406
N -2.3729 1.7282 -0.0022
C -0.8571 3.4292 0.2618
N 0.0166 2.4594 0.1409
C 1.3452 3.0757 0.1473
C 1.0279 4.5474 0.5277
O -0.4028 4.6312 0.4588
C 2.3816 2.4116 1.0291
C 2.0777 1.3980 1.9337
C 3.0921 0.7420 2.6158
C 4.4141 1.1130 2.4200
C 4.7196 2.1408 1.5380
C 3.7102 2.7967 0.8578
H -4.1462 -2.7652 -1.5179
H -4.5752 -3.0018 0.1890
H -2.3114 -2.5550 0.8933
H -0.7392 -1.3446 -2.1328
H 0.9143 -2.7191 -3.3254
H 1.0114 -5.1532 -2.9600
H -0.5505 -6.2208 -1.3610
H -2.2128 -4.8696 -0.1782
H -5.7302 1.5120 -0.2233
H -5.5005 3.9956 0.0020
H -3.2113 4.9862 0.2268
H 1.7186 3.0101 -0.8858
H 1.4469 5.2930 -0.1500
H 1.3385 4.7875 1.5492
H 1.0429 1.1196 2.1290
H 2.8556 -0.0468 3.3114
H 5.2038 0.6035 2.9493
H 5.7454 2.4254 1.3610
H 3.9525 3.6040 0.1841
O 4.4755 -3.2442 -0.0113
C 3.5206 -2.5508 -0.0109
C 2.0912 -2.9464 0.4854
O 1.7718 -4.0394 0.8404
C 1.3115 -1.7057 0.3396
C 2.0338 -0.7097 -0.3574
O 1.3655 0.3239 -0.6917
C 3.4549 -1.0679 -0.5051
O 4.3956 -0.4257 -0.8586
O 0.1235 -1.3883 0.6793
*
```

## Properties
E = -1846.9800 a.u.
E_HOMO (alpha / beta) = -14.25 / -14.35 eV

***

Record 2
The following is a quantum chemistry calculation of a cluster of 2 separate species, C2H7NO3 in total, from OMol25.

```
! wB97M-V def2-TZVPD RIJCOSX def2/J DEFGRID3
* xyz 0 1
O 2.1662 -1.7108 1.0593
C 1.2718 -2.5317 1.2606
O 0.1188 -2.4705 0.4659
H 1.3691 -3.5259 2.0173
H 0.2905 -1.7628 -0.1297
N -0.5175 1.6053 -1.6677
C -0.3569 1.7262 -0.2263
O -0.9039 0.5164 0.3088
H -1.0555 0.6978 -1.9342
H -0.6846 2.4715 -2.3056
H -0.8049 2.6103 0.1365
H 0.6971 1.6629 0.0836
H -1.5904 0.7112 0.9314
*
```

## Properties
structure (SMILES) = O=CO.NCO
energy relative to the best compared isomer or geometry (same formula, charge and spin) = 2.277 eV
E = -360.8300 a.u.
E_HOMO = -9.02 eV

***

Respective max |F| values: 0.0295 0.0737 hartree/bohr.